{"formula": "C38H80Br12N4O2P", "method": "ωB97M-V/def2-TZVPD", "symbols": ["Br", "Br", "Br", "Br", "Br", "Br", "Br", "Br", "Br", "Br", "Br", "Br", "P", "O", "O", "N", "N", "N", "N", "C", "C", "C", "C", "C", "C", "C", "C", "C", "C", "C", "C", "C", "C", "C", "C", "C", "C", "C", "C", "C", "C", "C", "C", "C", "C", "C", "C", "C", "C", "C", "C", "C", "C", "C", "C", "C", "C", "H", "H", "H", "H", "H", "H", "H", "H", "H", "H", "H", "H", "H", "H", "H", "H", "H", "H", "H", "H", "H", "H", "H", "H", "H", "H", "H", "H", "H", "H", "H", "H", "H", "H", "H", "H", "H", "H", "H", "H", "H", "H", "H", "H", "H", "H", "H", "H", "H", "H", "H", "H", "H", "H", "H", "H", "H", "H", "H", "H", "H", "H", "H", "H", "H", "H", "H", "H", "H", "H", "H", "H", "H", "H", "H", "H", "H", "H", "H", "H"], "xyz": [[11.91403, 3.65547, 1.67348], [9.60867, 1.10878, 0.39023], [-1.64537, 7.24667, 1.68416], [3.58219, -4.51583, -6.22464], [-0.54186, 3.76173, 1.95713], [-2.73267, 1.62603, -5.62294], [-4.94711, 3.49912, -3.36771], [3.30009, -8.80292, -8.41694], [-7.19482, -2.63184, 1.69385], [3.62628, -3.91770, -2.61188], [5.18764, -8.60478, -5.27537], [-10.58489, -3.83027, 2.27193], [1.86691, -0.32980, -2.89040], [6.38173, 3.35546, 2.00739], [6.41459, 5.56427, 2.40050], [4.82971, 0.88762, -1.52558], [0.49614, 0.37532, -3.09348], [0.73525, 2.65314, -5.87362], [2.10508, 1.04091, -0.54198], [-3.85851, 3.16899, -6.00271], [2.18192, 3.53674, -0.63043], [-8.74777, -2.10851, 5.27940], [-11.13539, -1.16036, 5.50363], [2.18260, -4.60959, -3.72987], [4.09443, -0.36180, -1.12792], [2.24856, 3.55740, -4.14523], [0.64138, 0.19691, 1.27179], [2.80529, 2.19701, -1.06202], [4.85050, 2.29509, 0.54996], [-4.84995, -2.39991, 4.50778], [-0.09082, -1.45859, 3.07067], [10.72223, 1.06241, 1.99069], [6.99581, 4.52257, 2.33956], [2.58108, -0.16849, -1.15333], [-2.36711, -2.39165, 3.73975], [4.32042, 2.16204, -0.87390], [-1.59309, -1.52936, 2.74857], [0.53996, -0.10257, 2.77439], [6.01790, 3.25619, 0.62107], [-6.63727, -3.46878, 5.98879], [2.33779, 4.57594, -3.00048], [5.84680, -8.59705, -7.10629], [-0.27024, 6.48598, 2.82393], [-3.84573, -2.58758, 3.36046], [1.12811, 3.85292, -5.13512], [-8.74082, -2.49529, 0.52422], [1.45105, 4.21487, -1.79318], [2.70947, -5.51668, -4.80647], [-5.49297, -3.70139, 4.98678], [-9.99815, -2.24520, 1.31452], [1.93749, 0.90531, 0.91295], [10.80287, 2.40684, 2.65918], [-3.88164, 4.14434, -4.85631], [0.49691, 5.40256, 2.11519], [-10.02117, -1.99871, 6.13704], [-8.03702, -3.47535, 5.34139], [4.93709, -7.83141, -8.02861], [-4.71869, -4.30800, 5.46225], [1.92551, 1.88448, 1.38710], [1.46293, 3.35042, 0.16257], [-11.08214, -1.20047, 4.41486], [-5.87144, -4.25158, 4.12380], [0.04628, -1.67061, 4.13416], [-0.76696, 6.12048, 3.71615], [1.52363, -5.14977, -3.05513], [1.09767, 2.62512, -6.81282], [0.44734, -2.23203, 2.51778], [0.63132, 3.56014, -2.09805], [2.02839, 2.55478, -3.77989], [3.20121, 3.50953, -4.68222], [0.39355, 7.30660, 3.08456], [5.81653, 0.77337, -1.29477], [-7.93877, -3.83972, 4.31973], [4.72603, 2.97195, -1.48575], [-11.05660, -0.11246, 5.79148], [-9.75021, -1.53028, 7.08540], [10.25950, 0.33603, 2.65392], [-8.78320, -3.41936, -0.04195], [8.06736, 4.43015, 2.52976], [-4.08361, -1.89449, 2.55132], [4.46537, -0.66333, -0.14970], [1.42222, 4.66573, -5.80240], [2.17275, -1.01583, -0.60112], [-8.04361, -1.33357, 5.58640], [-3.97579, -3.59312, 2.95722], [4.06635, 2.64929, 1.21307], [5.70575, 4.24444, 0.27901], [-4.33820, 5.08004, -5.16964], [-3.43675, 3.63417, -6.89042], [9.82596, 2.86753, 2.75466], [-8.54279, -1.66223, -0.14584], [11.25442, 2.30784, 3.64315], [-4.84396, 2.77734, -6.22982], [-12.12058, -1.51931, 5.79545], [0.26035, 4.20251, -4.56954], [-8.67890, -4.18425, 5.86374], [4.63649, -6.87893, -7.60567], [5.42427, -7.66879, -8.98704], [0.76787, 5.69459, 1.10538], [-10.81585, -1.97060, 0.65257], [1.80047, -1.72178, -2.98745], [-2.88819, 4.33729, -4.46473], [-6.47655, -2.49373, 6.45515], [-0.18616, 0.82808, 0.94628], [-2.30081, -1.92381, 4.72368], [-4.35635, -1.94237, 5.36811], [2.77480, 0.35525, 1.37010], [11.69069, 0.69795, 1.66659], [6.88377, 2.89416, 0.06893], [-9.85855, -1.47104, 2.06239], [2.96584, 4.20517, -0.26186], [2.65194, 2.14103, -2.14175], [1.66323, -3.74825, -4.13828], [0.47928, 1.04439, -3.85517], [4.78272, 1.01291, -2.53738], [2.91592, 0.07003, -3.75195], [6.82684, -8.12803, -7.06777], [0.55421, -0.72922, 0.69690], [3.37438, 4.68993, -2.67328], [1.88946, -6.05260, -5.27820], [-6.57978, -4.20889, 6.78549], [1.54104, -0.07705, 3.21423], [1.39187, 5.13726, 2.67423], [3.44026, -6.22818, -4.43602], [-1.99884, -0.51607, 2.75708], [2.01579, 5.54734, -3.37747], [5.95053, -9.63734, -7.39485], [-0.26538, 2.52556, -5.88705], [-10.38569, -2.99563, 6.38065], [5.17050, 1.32493, 0.94016], [4.39230, -1.14050, -1.83219], [0.99098, 5.12591, -1.40626], [-9.01051, -1.89211, 4.24226], [-0.05530, 0.67794, 3.24960], [-1.72240, -1.96397, 1.75571], [-5.64302, -1.71066, 4.20739], [-1.86389, -3.35894, 3.79904]], "atomic_forces_ev_per_a": [[-0.077, -0.014, -0.004], [-0.033, 0.022, -0.045], [0.001, -0.037, 0.030], [0.022, 0.020, 0.043], [-0.034, 0.041, 0.012], [-0.081, 0.005, 0.045], [0.053, -0.007, -0.005], [0.001, 0.045, 0.051], [0.087, -0.011, -0.078], [0.052, -0.017, 0.042], [-0.007, -0.014, 0.013], [0.024, 0.034, 0.010], [-1.150, 0.584, 0.187], [0.340, -0.431, -0.299], [0.219, -0.361, -0.115], [0.128, 0.151, 0.056], [0.529, -0.079, 0.020], [0.203, -0.058, 0.317], [0.312, 0.082, 0.653], [0.097, -0.052, -0.040], [0.209, -0.159, -0.469], [-0.100, -0.087, 0.064], [0.105, -0.017, -0.035], [-0.015, 0.004, 0.039], [0.118, -0.326, -0.075], [0.230, 0.090, -0.153], [-0.136, 0.076, -0.031], [-0.393, 0.036, -0.095], [0.072, -0.293, -0.087], [-0.145, -0.082, 0.004], [-0.211, 0.140, 0.263], [-0.083, -0.073, 0.034], [-0.410, 0.935, -0.001], [-0.201, -0.083, -0.403], [-0.040, -0.022, -0.080], [-0.038, 0.330, 0.105], [0.346, -0.229, 0.034], [0.024, -0.160, -0.343], [-0.396, 0.124, 0.735], [0.007, 0.087, -0.226], [-0.281, -0.330, 0.070], [0.006, 0.042, 0.057], [-0.080, 0.105, -0.086], [0.100, 0.067, 0.062], [-0.257, -0.094, -0.035], [0.047, 0.046, 0.081], [-0.029, 0.197, 0.175], [0.038, -0.016, -0.115], [0.070, 0.145, 0.291], [-0.092, -0.092, 0.004], [-0.035, -0.142, 0.059], [0.123, 0.102, -0.053], [-0.099, -0.002, 0.075], [0.034, -0.113, 0.054], [0.180, 0.248, 0.064], [0.076, 0.212, 0.021], [-0.068, -0.059, -0.069], [0.063, -0.129, -0.130], [0.044, 0.104, -0.068], [0.096, 0.086, 0.100], [-0.064, -0.081, -0.056], [0.041, -0.148, -0.012], [0.028, -0.053, 0.020], [0.018, -0.012, 0.035], [0.034, -0.033, 0.018], [-0.042, 0.016, -0.094], [0.053, -0.104, 0.058], [-0.055, -0.004, -0.098], [0.098, 0.008, 0.066], [-0.004, -0.066, -0.052], [0.027, -0.004, -0.010], [0.067, -0.038, -0.056], [-0.049, -0.169, -0.017], [0.098, -0.034, -0.066], [-0.022, 0.054, -0.027], [-0.061, -0.184, 0.166], [-0.032, -0.001, -0.011], [-0.041, -0.014, -0.020], [0.132, -0.191, 0.227], [-0.053, 0.016, -0.046], [-0.055, 0.188, 0.105], [-0.014, 0.119, 0.020], [-0.091, -0.081, -0.109], [0.022, 0.127, -0.102], [-0.026, 0.003, -0.170], [-0.051, 0.045, 0.012], [0.081, 0.018, -0.201], [-0.016, -0.002, -0.023], [0.012, 0.017, 0.005], [-0.045, -0.035, 0.061], [0.006, 0.023, 0.016], [0.021, -0.030, 0.002], [-0.033, 0.016, -0.005], [-0.057, 0.066, 0.066], [-0.032, 0.044, 0.013], [-0.039, -0.056, 0.003], [0.038, 0.037, -0.006], [0.019, -0.030, -0.007], [0.019, 0.017, -0.017], [-0.002, -0.020, -0.024], [0.402, -0.147, -0.085], [0.031, 0.024, -0.021], [0.029, -0.029, 0.201], [-0.044, -0.045, -0.099], [0.067, -0.049, 0.102], [0.007, 0.141, 0.000], [0.094, 0.002, -0.020], [0.034, 0.013, 0.005], [0.129, 0.053, -0.246], [0.003, 0.059, -0.018], [-0.048, 0.069, 0.150], [0.093, -0.100, -0.061], [-0.026, 0.007, -0.002], [-0.180, 0.030, -0.078], [-0.128, -0.072, -0.063], [0.301, -0.275, 0.005], [-0.002, 0.024, 0.013], [0.019, -0.071, 0.019], [0.052, 0.115, 0.024], [-0.026, 0.010, -0.002], [-0.047, -0.065, 0.020], [0.018, 0.061, 0.068], [-0.017, 0.008, 0.037], [-0.014, -0.032, 0.007], [-0.172, 0.030, -0.156], [0.169, 0.083, -0.066], [0.003, -0.017, -0.030], [-0.044, 0.014, -0.193], [-0.072, -0.078, -0.118], [-0.068, -0.023, 0.086], [0.047, -0.018, -0.001], [-0.073, -0.018, 0.047], [0.009, -0.014, -0.048], [0.108, 0.080, 0.157], [-0.146, 0.257, -0.174], [-0.031, 0.032, -0.038], [0.018, -0.053, 0.184]], "total_energy_ha": -33094.6408, "total_charge": 1, "e_homo_ev": -11.13}